(1)
{
  "formula": "C20H44FI2N16O7",
  "method": "the ωB97M-V functional and the def2-TZVPD basis",
  "elements": ["C", "C", "C", "N", "C", "C", "N", "C", "C", "F", "C", "C", "C", "C", "I", "C", "C", "I", "H", "H", "H", "H", "H", "H", "H", "H", "H", "H", "H", "H", "H", "H", "H", "H", "C", "O", "N", "N", "H", "H", "H", "H", "C", "O", "N", "N", "H", "H", "H", "H", "C", "O", "N", "N", "H", "H", "H", "H", "C", "O", "N", "N", "H", "H", "H", "H", "C", "O", "N", "N", "H", "H", "H", "H", "C", "O", "N", "N", "H", "H", "H", "H", "C", "O", "N", "N", "H", "H", "H", "H"],
  "positions_angstrom": [[1.2021, -4.0406, 2.1769], [1.9888, -2.6715, 1.8898], [3.1518, -2.2991, 2.9574], [1.7977, -1.8596, 0.8539], [0.4430, -1.3180, 0.8055], [-0.8264, -2.1558, 0.4225], [-2.1591, -1.6279, 0.3644], [-3.2694, -2.5785, 0.0246], [-3.9081, -3.2833, 1.3421], [-3.5961, -2.5146, 2.5235], [-2.4336, -0.2386, 0.6226], [-1.3097, 0.7438, 1.0013], [0.1605, 0.1993, 1.1004], [1.2715, 1.2627, 1.4619], [1.0666, 2.2546, 3.4223], [2.3532, 1.6501, 0.6402], [3.4561, 2.7623, 1.0342], [2.5711, 0.7500, -1.3259], [1.9371, -4.7925, 2.6144], [0.8643, -4.4349, 1.1451], [0.2795, -3.8696, 2.8519], [2.8824, -1.4045, 3.6059], [4.1147, -2.1874, 2.3569], [3.3104, -3.2169, 3.6408], [-0.6670, -3.2718, 0.1964], [-4.1502, -2.0495, -0.4955], [-2.8410, -3.4332, -0.6141], [-3.4818, -4.3403, 1.4958], [-5.0437, -3.3203, 1.2023], [-3.5357, 0.0869, 0.5155], [-1.5880, 1.8339, 1.2061], [4.3938, 2.4929, 0.4157], [3.1402, 3.8111, 0.7187], [3.7609, 2.7008, 2.1302], [3.3639, 2.7417, -5.5510], [2.4339, 2.0392, -5.9220], [3.8925, 2.6537, -4.3058], [3.9458, 3.6680, -6.3514], [4.6548, 3.2194, -3.9800], [3.4849, 1.9751, -3.6821], [3.5801, 3.7629, -7.2847], [4.7093, 4.2536, -6.0657], [4.1315, -1.3688, 6.3636], [3.5980, -2.3629, 5.8900], [5.4498, -1.3198, 6.6635], [3.4451, -0.2274, 6.6294], [5.9047, -0.5141, 7.0520], [5.9950, -2.1493, 6.4794], [2.4603, -0.2247, 6.4201], [3.8628, 0.5985, 7.0176], [-1.2622, 4.6964, 0.2304], [-1.1989, 3.6639, -0.4231], [-2.1006, 5.7127, -0.0871], [-0.4983, 4.9110, 1.3295], [-2.1674, 6.5668, 0.4360], [-2.6846, 5.5894, -0.8982], [0.1376, 4.1757, 1.5948], [-0.5337, 5.7487, 1.8817], [-6.0418, 1.6596, 0.5914], [-5.0372, 1.1439, 0.1112], [-7.1183, 1.9933, -0.1578], [-6.1602, 1.9392, 1.9100], [-7.9508, 2.4162, 0.2144], [-7.0670, 1.8009, -1.1450], [-5.3792, 1.7054, 2.5012], [-6.9736, 2.3606, 2.3214], [7.3474, -3.5584, 3.4176], [7.0426, -3.2496, 4.5591], [6.4257, -3.7461, 2.4396], [8.6328, -3.7406, 3.0282], [6.6556, -3.9999, 1.4960], [5.4594, -3.6205, 2.6899], [9.3465, -3.6104, 3.7265], [8.9041, -3.9944, 2.0958], [2.0553, -1.2939, -9.1805], [2.1089, -2.3238, -9.8352], [1.2172, -0.2727, -9.4891], [2.8286, -1.0800, -8.0876], [1.1586, 0.5810, -8.9635], [0.6256, -0.3925, -10.2948], [3.4646, -1.8146, -7.8250], [2.7988, -0.2395, -7.5360], [-10.6697, 0.6148, -1.5565], [-10.9807, 0.9184, -0.4151], [-11.5834, 0.4330, -2.5406], [-9.3792, 0.4334, -1.9371], [-11.3477, 0.1837, -3.4838], [-12.5522, 0.5591, -2.2960], [-8.6721, 0.5601, -1.2305], [-9.0994, 0.1842, -2.8686]],
  "atomic_forces_ev_per_a": [[-0.225, 0.883, -0.904], [0.666, 0.111, 0.518], [-0.074, -2.336, -1.170], [-2.172, 0.985, 3.202], [-3.625, 0.384, -1.231], [1.380, 2.161, 0.855], [2.461, 1.667, 0.456], [-0.963, -0.808, 0.445], [0.356, 0.083, 0.147], [-0.544, -1.015, -1.797], [2.574, 0.144, 0.507], [0.556, -4.314, -0.653], [-2.194, -0.520, -0.660], [1.452, -0.354, -1.990], [0.034, -0.901, -1.278], [-1.521, 0.200, 2.155], [0.378, -1.251, -1.052], [-0.270, 0.540, 1.397], [-1.124, 1.117, -0.342], [0.431, 0.526, 1.779], [1.564, -0.376, -0.915], [0.306, -1.087, -1.177], [-1.267, 0.522, 0.840], [-0.330, 1.703, -0.867], [-0.582, 2.076, 0.300], [1.870, -0.528, 0.581], [-0.706, 1.596, 0.732], [-0.647, 1.703, -0.141], [1.673, 0.029, 0.434], [1.882, -0.384, 0.169], [0.655, -1.805, -0.514], [-1.475, 0.530, 1.000], [0.198, -1.444, 0.559], [-0.728, 0.144, -1.447], [-0.161, -0.090, -0.126], [0.056, -0.130, -0.073], [0.050, -0.304, 0.594], [0.053, 0.338, -0.598], [-0.065, -0.039, -0.048], [0.118, 0.271, -0.114], [0.088, 0.011, 0.170], [-0.067, -0.062, -0.011], [0.345, -0.367, 0.050], [-0.182, 0.146, 0.029], [0.465, -0.332, 0.064], [-0.734, 0.546, -0.095], [-0.081, -0.057, -0.027], [-0.006, 0.140, -0.175], [0.180, 0.007, 0.112], [-0.004, -0.103, -0.009], [-0.034, -0.084, -0.241], [-0.013, -0.086, 0.167], [-0.506, 0.251, -0.381], [0.465, -0.171, 0.451], [0.037, -0.071, -0.042], [0.111, 0.045, 0.139], [-0.090, 0.209, -0.002], [-0.005, -0.057, -0.057], [-0.185, 0.127, 0.206], [0.016, -0.168, -0.091], [-0.190, -0.129, -0.595], [0.354, -0.050, 0.489], [0.013, -0.019, -0.020], [0.070, 0.255, 0.141], [-0.183, 0.067, -0.052], [0.032, -0.046, -0.058], [0.040, 0.075, 0.401], [-0.018, 0.039, -0.018], [-0.696, -0.018, -0.378], [0.682, 0.004, 0.074], [0.024, 0.002, 0.095], [0.224, -0.103, 0.021], [-0.121, -0.042, -0.140], [-0.039, 0.009, 0.083], [0.061, -0.452, -0.258], [-0.030, 0.113, 0.075], [-0.575, 0.451, -0.389], [0.545, -0.053, 0.627], [0.044, -0.093, 0.023], [0.129, 0.014, 0.152], [-0.131, 0.138, -0.089], [-0.061, -0.004, -0.013], [-0.407, 0.103, 0.384], [0.193, 0.029, -0.096], [-0.589, -0.023, -0.264], [0.948, 0.021, -0.015], [-0.011, 0.016, 0.086], [0.171, -0.027, -0.055], [-0.240, -0.213, -0.106], [-0.081, -0.011, 0.064]],
  "lowdin_charge": [-0.04, -0.26, -0.03, 0.05, -0.14, 0.08, -0.09, -0.10, -0.12, -0.10, 0.05, 0.07, -0.14, -0.66, 0.85, -0.70, -0.18, 0.94, 0.09, 0.08, 0.11, 0.09, 0.08, 0.08, 0.13, 0.14, 0.14, 0.13, 0.13, 0.10, 0.10, 0.07, 0.09, 0.05, -0.70, 0.01, 0.14, 0.15, 0.10, -0.02, 0.11, 0.10, -0.69, 0.00, 0.17, 0.15, 0.10, 0.09, 0.10, 0.09, -0.69, 0.01, 0.16, 0.15, 0.10, 0.11, -0.01, 0.10, -0.66, -0.01, 0.16, 0.17, 0.11, 0.10, 0.11, 0.11, -0.69, 0.02, 0.16, 0.15, 0.10, 0.06, 0.11, 0.10, -0.71, 0.02, 0.15, 0.15, 0.09, 0.11, 0.10, 0.08, -0.70, 0.02, 0.15, 0.15, 0.10, 0.11, 0.06, 0.10],
  "lumo_energy_ev": -3.668,
  "homo_lumo_gap_ha": 0.2594,
  "charge": 1,
  "energy_ha": -2886.33849
}

---

(2)
{
  "formula": "C3H3N3O",
  "method": "the ωB97M-V functional and the def2-TZVPD basis",
  "elements": ["N", "C", "N", "N", "O", "C", "C", "H", "H", "H"],
  "positions_angstrom": [[-0.1421, -1.0890, -1.1378], [-0.9335, -0.1209, -0.7663], [1.2878, -0.8914, -0.9068], [1.4128, 0.1951, -0.3514], [0.0872, -0.4177, 2.0027], [-0.3316, 0.5079, 1.3664], [0.0817, 0.7674, -0.1044], [-0.4042, -1.9886, -1.5164], [-1.1055, 1.2002, 1.7413], [0.0474, 1.8369, -0.3272]],
  "atomic_forces_ev_per_a": [[-0.344, 0.116, -0.018], [0.428, -0.274, -0.105], [0.068, 0.464, 0.263], [-0.100, -0.461, -0.166], [-0.162, 0.546, -0.243], [0.084, -0.308, 0.376], [-0.070, 0.030, -0.068], [0.017, 0.118, -0.102], [0.134, -0.040, 0.031], [-0.055, -0.192, 0.032]],
  "lowdin_charge": [-0.01, -0.01, 0.06, 0.05, 0.08, -0.24, -0.33, 0.13, 0.13, 0.14],
  "lumo_energy_ev": -0.147,
  "homo_lumo_gap_ha": 0.3569,
  "charge": 0,
  "energy_ha": -355.49603,
  "e_above_lowest_kcal_mol": 90.3
}

---

(3)
{
  "formula": "C46H46N3O5P2SiW",
  "method": "the ωB97M-V functional and the def2-TZVPD basis",
  "elements": ["W", "O", "C", "C", "N", "C", "C", "O", "O", "C", "C", "O", "O", "H", "H", "H", "H", "H", "H", "H", "H", "H", "C", "Si", "C", "C", "C", "C", "C", "C", "P", "C", "C", "C", "C", "C", "C", "C", "C", "C", "C", "C", "C", "C", "C", "C", "C", "C", "C", "P", "C", "C", "C", "C", "C", "C", "C", "C", "C", "C", "C", "C", "H", "H", "H", "H", "H", "H", "H", "H", "H", "H", "H", "H", "H", "H", "H", "H", "H", "H", "H", "H", "H", "H", "H", "H", "H", "H", "H", "H", "H", "H", "H", "C", "N", "C", "C", "N", "H", "H", "H", "H", "H", "H"],
  "positions_angstrom": [[-0.8631, -0.6035, -0.6623], [-1.3068, 1.7323, -1.2598], [-2.3071, 2.1251, -2.2340], [-3.4919, 1.2151, -2.0749], [-3.0717, -0.1875, -2.1709], [-2.6462, -0.5660, -3.5314], [-1.5150, -1.5336, -3.3642], [-1.3600, -2.6181, -3.7899], [-0.5901, -0.9277, -2.4988], [-4.0284, -1.1597, -1.6569], [-3.3682, -2.3096, -0.8961], [-3.9397, -3.2528, -0.4757], [-2.0187, -2.1281, -0.7140], [-0.6620, 2.4489, -1.1877], [-1.8662, 2.0906, -3.2314], [-2.6119, 3.1528, -2.0344], [-4.2461, 1.4705, -2.8270], [-3.9418, 1.3622, -1.0926], [-2.2542, 0.3012, -4.0619], [-3.4522, -1.0110, -4.1136], [-4.6325, -1.6105, -2.4466], [-4.7115, -0.6866, -0.9528], [-0.1381, -4.2194, -0.3139], [0.7116, -2.6030, -0.2675], [1.9670, -2.4348, -1.6254], [2.6306, -3.5953, -2.0325], [3.6081, -3.5481, -3.0185], [3.9412, -2.3372, -3.6089], [3.2893, -1.1759, -3.2205], [2.2950, -1.2311, -2.2481], [1.5254, 0.3125, -1.6973], [1.0942, 1.3085, -3.1366], [0.8446, 0.7238, -4.3758], [0.4756, 1.5165, -5.4575], [0.3518, 2.8910, -5.3088], [0.6091, 3.4846, -4.0765], [0.9808, 2.6967, -2.9985], [2.9428, 1.1509, -0.9241], [3.6885, 2.0977, -1.6331], [4.8753, 2.5888, -1.1044], [5.3388, 2.1367, 0.1219], [4.6179, 1.1765, 0.8198], [3.4340, 0.6871, 0.2940], [1.5903, -2.3907, 1.3871], [2.4791, -3.3937, 1.7858], [3.2237, -3.2647, 2.9514], [3.1065, -2.1247, 3.7407], [2.2339, -1.1154, 3.3696], [1.4637, -1.2696, 2.2149], [0.3435, -0.0298, 1.6046], [0.6086, 1.5973, 2.3076], [1.0470, 2.6564, 1.5124], [1.3194, 3.8906, 2.0856], [1.1691, 4.0661, 3.4533], [0.7336, 3.0137, 4.2518], [0.4512, 1.7825, 3.6824], [-1.4132, -0.4077, 2.1034], [-1.7597, -1.8546, 2.4201], [-3.0138, -2.3023, 2.3550], [-4.2321, -1.5366, 1.9771], [-4.3385, -0.2631, 1.5875], [-3.1513, 0.6927, 1.4984], [0.5503, -4.9904, 0.0412], [-0.4548, -4.4668, -1.3285], [-1.0200, -4.2231, 0.3267], [2.3827, -4.5539, -1.5906], [4.1066, -4.4575, -3.3269], [4.7060, -2.2953, -4.3729], [3.5620, -0.2337, -3.6836], [0.9625, -0.3436, -4.5096], [0.3048, 1.0574, -6.4227], [0.0780, 3.5043, -6.1573], [0.5414, 4.5591, -3.9656], [1.2322, 3.1784, -2.0564], [3.3633, 2.4554, -2.5996], [5.4430, 3.3216, -1.6622], [6.2695, 2.5162, 0.5225], [4.9878, 0.7950, 1.7628], [2.9340, -0.1060, 0.8235], [2.6221, -4.2775, 1.1740], [3.9116, -4.0495, 3.2383], [3.7032, -2.0191, 4.6370], [2.1733, -0.2158, 3.9711], [1.1962, 2.5193, 0.4492], [1.6605, 4.7100, 1.4671], [1.4012, 5.0220, 3.9041], [0.6304, 3.1526, 5.3203], [0.1465, 0.9605, 4.3157], [-0.9478, -2.5212, 2.6886], [-3.1860, -3.3515, 2.5632], [-5.1490, -2.1135, 2.0020], [-5.3141, 0.1445, 1.3473], [-3.4261, 1.6919, 1.1640], [-3.9165, 1.5417, 4.3397], [-2.7320, 0.7168, 4.0115], [-2.0624, 0.0810, 5.1636], [-2.3955, 0.5068, 2.8063], [-1.9741, 0.1188, 0.8187], [-3.6268, 2.2631, 5.1002], [-4.6944, 0.8877, 4.7296], [-4.2626, 2.0610, 3.4524], [-1.6144, 0.8515, 5.7871], [-1.3214, -0.6326, 4.8173], [-2.8305, -0.4424, 5.7311]],
  "atomic_forces_ev_per_a": [[-1.534, 2.244, -0.276], [0.040, -0.063, 0.195], [0.131, 0.142, -0.011], [-0.079, -0.076, -0.005], [0.071, -0.239, 0.059], [-0.178, 0.086, 0.024], [0.336, 0.413, 0.503], [0.129, -0.115, -0.158], [0.050, -0.447, -0.822], [-0.083, -0.056, 0.009], [0.512, 0.427, 0.006], [-0.112, -0.145, 0.051], [0.049, -0.608, 0.183], [0.064, -0.124, -0.071], [0.022, -0.022, 0.001], [0.035, 0.010, 0.003], [-0.007, -0.008, 0.007], [-0.008, 0.006, -0.009], [-0.010, -0.029, -0.048], [-0.031, 0.022, -0.001], [-0.058, 0.018, 0.021], [-0.008, 0.002, 0.007], [-0.229, -0.364, 0.004], [0.569, 0.227, 0.226], [0.068, -0.196, -0.196], [0.093, 0.064, -0.074], [-0.033, -0.005, 0.042], [-0.019, 0.005, 0.019], [0.049, -0.015, -0.049], [0.061, 0.063, -0.107], [0.423, -0.684, 0.260], [-0.002, 0.167, -0.021], [-0.012, 0.054, -0.086], [0.008, -0.018, 0.040], [0.003, 0.014, 0.002], [-0.017, -0.036, -0.016], [-0.088, 0.037, -0.038], [0.045, 0.202, -0.132], [-0.015, 0.081, 0.091], [-0.029, 0.003, -0.010], [0.011, 0.003, 0.013], [-0.018, 0.040, -0.045], [0.108, -0.036, 0.013], [0.037, -0.224, 0.136], [0.018, 0.073, 0.101], [-0.019, 0.007, -0.024], [-0.014, 0.007, -0.013], [0.003, -0.054, 0.092], [0.263, 0.155, 0.120], [-0.577, -0.609, -0.115], [0.259, 0.193, -0.337], [-0.133, 0.072, 0.072], [-0.028, -0.043, -0.031], [-0.011, -0.002, 0.046], [-0.002, 0.006, -0.017], [0.082, 0.071, 0.032], [-0.225, 0.028, 0.057], [-0.074, 0.186, 0.031], [-0.244, 0.062, -0.139], [0.138, -0.181, 0.054], [0.123, 0.082, 0.029], [0.124, -0.079, 0.132], [-0.047, -0.067, -0.043], [0.006, -0.020, 0.016], [0.033, -0.064, 0.019], [-0.002, 0.014, -0.012], [0.001, 0.011, 0.000], [-0.008, -0.004, 0.004], [-0.021, -0.014, 0.020], [0.010, -0.007, 0.001], [0.002, 0.007, 0.005], [0.002, -0.002, 0.010], [0.008, -0.008, -0.003], [-0.029, -0.005, -0.014], [0.062, -0.039, 0.015], [0.002, -0.014, -0.005], [-0.012, 0.002, 0.000], [-0.009, -0.001, -0.011], [-0.065, -0.094, 0.009], [-0.031, 0.010, 0.008], [0.002, 0.015, -0.003], [0.001, -0.016, -0.010], [-0.014, -0.034, -0.046], [0.037, -0.038, 0.004], [0.011, -0.006, 0.010], [-0.017, -0.003, -0.006], [0.011, 0.000, -0.009], [0.041, 0.000, -0.012], [0.009, 0.002, 0.002], [-0.020, 0.022, 0.018], [0.021, -0.027, 0.002], [0.012, -0.006, -0.008], [0.012, 0.049, 0.042], [0.196, -0.124, -0.005], [-0.008, 0.189, 0.219], [-0.157, 0.091, -0.181], [-0.140, -0.136, -0.056], [0.080, -0.489, 0.130], [-0.013, 0.016, 0.012], [-0.020, 0.001, 0.007], [-0.023, 0.006, -0.004], [-0.001, 0.005, 0.021], [0.032, -0.001, -0.004], [0.017, -0.019, 0.027]],
  "lowdin_charge": [1.61, -0.18, -0.15, -0.13, -0.17, -0.03, -0.47, 0.23, -0.36, -0.04, -0.49, 0.19, -0.29, 0.08, 0.11, 0.15, 0.16, 0.12, 0.14, 0.16, 0.16, 0.13, -0.15, 0.62, -0.28, -0.06, -0.03, -0.03, -0.06, -0.36, 1.07, -0.36, -0.08, -0.04, -0.04, -0.05, -0.14, -0.35, -0.07, -0.04, -0.04, -0.04, -0.10, -0.29, -0.05, -0.01, -0.03, -0.06, -0.42, 1.07, -0.33, -0.08, -0.03, -0.03, -0.04, -0.10, -0.45, -0.05, -0.03, -0.04, -0.03, -0.18, 0.05, 0.06, 0.04, 0.11, 0.12, 0.12, 0.12, 0.12, 0.12, 0.12, 0.12, 0.11, 0.10, 0.12, 0.12, 0.12, 0.07, 0.11, 0.13, 0.13, 0.11, 0.07, 0.12, 0.13, 0.12, 0.08, 0.12, 0.13, 0.13, 0.13, 0.15, 0.06, -0.06, 0.04, -0.10, -0.20, 0.12, 0.12, 0.10, 0.11, 0.10, 0.13],
  "lumo_energy_ev": -9.143,
  "homo_lumo_gap_ha": 0.2503,
  "charge": 3,
  "energy_ha": -3359.35396
}